Molecular formula: C3H4BrClO
Method: DFT, ωB97M-V/def2-TZVPD

Geometry (Å):
C: -1.0298 0.6347 0.0984
C: -2.3984 0.3373 0.4842
C: 0.0402 -0.3905 0.1164
O: -1.7290 0.7999 1.4832
Cl: -2.1148 -2.9128 0.0101
Br: -3.9712 0.6296 -0.3649
H: -0.9090 1.6833 -0.3615
H: 0.3352 -0.8022 -0.8478
H: -0.3114 -1.3922 0.5579
H: 1.0520 0.0778 0.4765

Cartesian forces, eV/Å:
C 0.146 0.453 -0.599
C 2.062 0.514 -0.812
C 1.974 -0.710 0.628
O -1.575 -0.568 -0.243
Cl -0.166 1.191 0.209
Br -0.399 -0.404 0.718
H 0.022 -1.833 0.669
H -0.491 0.617 -0.659
H 0.433 1.710 0.173
H -2.007 -0.971 -0.084

Values from the calculation:
HOMO level (alpha / beta) = -0.3168 / -0.3123 Eh
total charge = 0
Kohn-Sham gap (alpha / beta) = 6.06 / 5.82 eV

=====

Molecular formula: C21H32AlBrCl13F9KN6O10S
Method: DFT, ωB97M-V/def2-TZVPD

Geometry (Å):
C: 2.6153 -6.4556 0.5212
C: 1.6855 -5.2440 0.5682
C: 2.2815 -4.0576 -0.1808
C: 1.4468 -2.7673 -0.0982
C: -0.0730 -2.9904 -0.2425
N: -0.7147 -2.0542 -1.1747
C: -1.3144 -0.8613 -0.9984
N: -1.4620 -0.1760 0.1202
C: -2.2107 1.0697 0.1169
C: -3.7011 0.7926 0.1033
O: -4.4157 1.9609 -0.2253
C: -4.1576 0.2656 1.4453
N: -5.5626 -0.1607 1.3348
O: -0.9568 -0.6475 1.3106
C: 0.1061 0.2116 1.8061
C: 1.2030 0.5403 0.7984
N: 2.5219 0.2005 1.3370
C: 3.5864 1.0472 0.8168
C: 4.0847 0.6356 -0.5507
C: 4.6832 -0.7738 -0.5710
O: 3.0764 0.8020 -1.5558
N: -1.8284 -0.3744 -2.1573
C: -1.5290 -1.2692 -3.0369
F: -1.9341 -1.1712 -4.2557
N: -0.8321 -2.3022 -2.5415
C: -0.4007 -3.4388 -3.3219
F: 0.2809 -3.0246 -4.4292
F: 0.4502 -4.2259 -2.6779
C: -1.6813 -4.2996 -3.7522
F: -2.6114 -4.0624 -2.8350
F: -1.3588 -5.5891 -3.7501
F: -2.0952 -4.0037 -4.9708
H: 2.6976 -6.7885 -0.5133
H: 3.5988 -6.2477 0.9328
H: 2.1462 -7.2735 1.0656
H: 0.7265 -5.5682 0.1618
H: 1.5146 -4.9253 1.6000
H: 2.5326 -4.2978 -1.2151
H: 3.2236 -3.8251 0.3191
H: 1.7596 -2.0337 -0.8382
H: 1.6135 -2.3653 0.8978
H: -0.5525 -2.9032 0.7222
H: -0.3173 -3.9870 -0.5903
H: -2.0118 1.6301 1.0313
H: -1.9269 1.6705 -0.7348
H: -3.9482 0.0132 -0.6280
H: -5.3108 1.6704 -0.4395
H: -4.0692 1.0438 2.1986
H: -3.5208 -0.5939 1.7718
H: -6.0756 0.1170 2.1635
H: -5.6803 -1.1696 1.2721
H: 0.5101 -0.3213 2.6639
H: -0.3187 1.1238 2.2188
H: 1.1902 1.6300 0.6625
H: 1.0489 0.1064 -0.1862
H: 2.5034 0.2571 2.3460
H: 4.4398 0.9168 1.4853
H: 3.3322 2.1148 0.8510
H: 4.8973 1.3257 -0.8013
H: 4.9112 -1.1493 0.4216
H: 5.6371 -0.7368 -1.0983
H: 4.0691 -1.4922 -1.1140
H: 3.1771 0.0940 -2.1978
Br: 0.7936 -0.7377 -5.3791
C: 7.7590 0.2365 2.3878
Cl: 7.9964 0.6737 0.6904
Cl: 9.3203 -0.0535 3.1477
Cl: 6.9275 1.5531 3.2228
Cl: 6.7734 -1.2286 2.4809
Al: -3.6146 -2.4547 2.4765
C: -3.0582 3.8255 4.4739
F: -3.6342 4.0631 3.2739
F: -2.5930 4.9936 4.9287
F: -4.0219 3.4213 5.3082
S: -1.7235 2.5701 4.3234
O: -0.8172 3.1742 3.3610
O: -2.4388 1.4121 3.8062
O: -1.2220 2.4349 5.6616
C: -1.3728 5.1331 -1.4630
Cl: -2.4098 6.2377 -2.3578
Cl: -1.4509 3.5253 -2.1456
Cl: 0.3323 5.6940 -1.5787
Cl: -1.8419 5.0904 0.2261
C: -0.3414 9.4023 -2.0296
Cl: 0.7180 10.8415 -1.8096
Cl: -1.5676 9.3655 -0.7900
Cl: -1.0416 9.4182 -3.6396
H: 0.2707 8.5132 -1.9332
Cl: 1.8292 4.5889 -3.3194
O: -3.3313 -3.3868 0.1674
Cl: -4.7122 -3.5724 -0.3452
O: -4.9999 -2.4626 -1.2092
O: -5.5728 -3.5499 0.8143
O: -4.7873 -4.8104 -1.0405
K: 2.8526 10.4763 -3.0925

Cartesian forces, eV/Å:
C -0.680 -0.005 -0.051
C 0.395 -0.011 -0.076
C -0.014 0.396 0.062
C -0.434 -0.625 0.183
C 0.401 -0.345 -0.089
N 0.002 0.059 0.312
C 0.001 -0.125 0.134
N 0.101 0.351 0.150
C -0.697 0.523 0.299
C -0.380 -0.826 -0.269
O 0.318 0.165 -0.082
C -1.099 -0.245 0.019
N 0.201 -0.069 0.639
O 0.132 -0.421 -0.229
C 0.246 0.283 0.164
C 0.216 0.701 0.637
N -0.168 -0.292 -0.369
C 0.082 -0.331 0.417
C 0.350 -0.045 -0.313
C 0.439 0.148 -0.302
O -0.225 -0.053 0.262
N 0.114 -0.045 0.032
C -0.677 1.027 0.484
F 0.170 -0.663 -0.072
N 0.620 -0.089 -0.745
C 0.071 -0.846 -1.025
F -0.918 -0.472 0.681
F -0.249 0.262 0.570
C 0.758 -0.366 0.077
F -0.223 -0.220 -0.389
F -0.003 0.119 0.255
F -0.178 0.494 0.196
H 0.272 -0.005 -0.039
H 0.086 -0.010 0.005
H 0.216 -0.107 0.144
H -0.106 0.136 -0.039
H -0.084 -0.117 0.093
H -0.121 -0.186 -0.030
H 0.185 -0.020 -0.161
H 0.217 0.094 0.068
H 0.081 0.435 -0.075
H -0.326 0.285 -0.094
H -0.062 -0.010 -0.085
H 0.450 -0.084 0.058
H 0.053 -0.129 0.014
H 0.261 0.001 -0.153
H -0.041 0.096 0.161
H 0.242 -0.062 0.150
H 0.328 0.885 -0.285
H -0.042 0.101 -0.076
H -0.087 0.078 -0.464
H -0.092 -0.354 -0.056
H -0.271 0.035 -0.079
H -0.242 0.026 -0.309
H 0.018 -0.212 0.003
H 0.013 0.094 0.004
H 0.084 0.089 0.011
H -0.155 0.031 -0.217
H -0.002 0.137 0.081
H -0.262 -0.074 0.073
H 0.031 -0.089 -0.081
H -0.234 -0.050 0.206
H 0.038 0.081 -0.096
Br 0.499 0.973 -0.195
C 0.015 0.003 0.029
Cl -0.016 0.011 -0.018
Cl -0.008 0.001 -0.013
Cl -0.012 0.006 -0.007
Cl 0.028 -0.020 0.067
Al -0.183 -0.943 -0.391
C -0.166 0.117 0.043
F 0.050 -0.046 0.015
F 0.076 -0.005 -0.049
F 0.031 -0.052 -0.080
S 0.062 -0.049 0.081
O 0.011 -0.029 -0.255
O -0.037 -0.152 -0.255
O 0.042 0.023 0.058
C -0.726 -0.391 0.173
Cl 0.116 -0.033 -0.071
Cl 0.062 0.153 -0.385
Cl 0.404 0.196 0.167
Cl 0.269 0.072 -0.049
C -0.589 -0.277 0.030
Cl -2.023 0.420 1.357
Cl 0.142 0.083 0.009
Cl 0.156 0.066 -0.029
H 0.087 0.066 0.039
Cl -0.131 -0.103 -0.037
O 0.514 0.371 0.812
Cl 0.067 0.167 -1.125
O 0.023 -0.187 0.231
O -0.095 0.181 0.600
O -0.020 0.192 0.337
K 2.235 -0.342 -1.384

Values from the calculation:
HOMO level = -0.3796 Eh
total charge = +1
Kohn-Sham gap = 2.05 eV

=====

Molecular formula: C9H9N3O
Method: DFT, ωB97M-V/def2-TZVPD

Geometry (Å):
O: 1.3897 -1.8412 -2.9197
C: 1.1558 -1.2802 -1.7356
N: 1.5631 -1.7820 -0.6743
C: 1.1323 -1.3116 0.5651
C: 0.4487 0.0043 0.6045
C: 0.3692 0.7874 1.7130
C: -0.3483 1.9913 1.7238
C: -0.8718 2.4924 0.5562
C: -0.7506 1.7123 -0.5849
C: -0.0274 0.4984 -0.6359
N: 0.4249 -0.0620 -1.8214
H: 2.1909 -2.5256 -2.6835
H: 2.0217 -1.4146 1.2388
H: 0.4687 -2.1356 0.8907
H: 0.7294 0.3460 2.5508
H: -0.2367 2.5453 2.5781
H: -1.5983 3.3496 0.5350
H: -1.1122 2.1600 -1.5321
H: 0.1448 0.2356 -2.7117
C: -2.2982 -1.2204 0.7691
N: -2.0941 -2.3058 0.5785
H: -2.7015 -0.2436 0.9954

Cartesian forces, eV/Å:
O 3.221 -2.104 0.106
C -1.096 1.779 0.039
N 0.932 -0.914 -1.506
C 0.605 -1.450 2.342
C 0.253 0.012 -2.152
C -2.074 0.983 -1.903
C 1.325 -1.097 -1.060
C -1.779 -0.295 0.017
C 0.320 -0.063 -1.913
C 0.101 1.943 1.088
N 0.511 -2.261 1.057
H -2.970 2.189 -0.915
H -0.786 0.606 -0.104
H -0.142 0.559 0.482
H 1.231 -0.728 2.795
H -0.450 1.437 2.075
H 1.301 -0.621 0.051
H 0.144 -0.502 0.520
H -0.573 0.510 -1.027
C -1.531 3.594 0.834
N 0.913 -3.325 -0.664
H 0.544 -0.252 -0.162

Values from the calculation:
SMILES = OC1=NCc2ccccc2N1.C#N
HOMO level = -0.2967 Eh
total charge = 0
Kohn-Sham gap = 8.83 eV

=====

Taking the records one at a time from the top gives relative energy (zero: lowest compared OMol25 entry of this formula, charge and spin) values of 424.23 0.00 121.18 kJ/mol.
Taking the records one at a time from the top gives calculated total energy values of -87783.59104 -342736.90269 -15995.29343 eV.